The following is a DFT calculation (wB97M-V/def2-TZVPD) of an isolated molecule of C6H12N2OSi in a non-equilibrium geometry.

```
22
Properties=species:S:1:pos:R:3
C -3.13365 -1.39658 -1.37418
C -3.92216 -0.63475 -0.68379
C -1.22536 0.12856 -0.24131
C 1.27896 0.38791 -1.93234
C 1.23955 -1.47030 0.62621
C 1.09711 1.72753 1.13122
N -3.51419 0.29924 0.25778
N -2.23678 0.57596 0.37531
O -2.11131 1.60343 1.39920
Si 0.58285 0.16572 -0.10300
H -2.75660 -1.79400 -2.29888
H -4.95826 -0.64132 -0.63949
H 2.15271 -0.33216 -2.09020
H 0.51368 0.34024 -2.78747
H 1.84875 1.37199 -1.77610
H 1.04268 -1.45382 1.65407
H 0.54445 -2.12601 0.14840
H 2.21051 -1.82015 0.39421
H 2.11785 1.40032 1.46737
H 1.08066 2.64336 0.58433
H 0.36094 1.78663 1.85701
H -2.83497 1.34627 1.96454
```

Calculated values
Kohn-Sham gap (alpha / beta)   0.290 / 0.228 Eh
Multiplicity   3
Total energy   -19313.2030 eV

Want to see where the charge sits? The Löwdin charges in e are: C 0.153; C -0.249; C -0.066; C -0.206; C -0.167; C -0.162; N 0.080; N -0.256; O -0.001; Si 0.575; H 0.043; H 0.069; H 0.029; H 0.040; H 0.026; H 0.005; H 0.010; H 0.019; H 0.029; H -0.002; H -0.042; H 0.074